# 1
Molecular formula: C5H6N2O
Method: DFT, wB97M-V/def2-TZVPD

Structure (XYZ):
```
14
Properties=species:S:1:pos:R:3
H 2.19335 -1.35357 -0.04205
N 0.03635 0.26519 0.26255
C -0.06358 -0.94996 -0.54168
C 1.58868 -0.77291 -0.94500
H -2.23997 1.95510 1.21496
C 1.39304 0.72696 -0.38510
H 1.44321 1.58344 -1.12382
H 1.88479 -1.11048 -2.07582
C -1.19985 0.41879 0.82809
N -1.12144 -1.67933 -0.23257
C -1.85413 -0.74603 0.42660
H 2.04923 1.01242 0.41931
H -2.84183 -1.02351 0.85108
O -1.26785 1.67387 1.34346
```

## Properties
- HOMO (eV) = -7.977
- frontier orbital gap (eV) = 8.56
- max |F| (eV/Å) = 5.735
- lowest unoccupied orbital energy (eV) = 0.6
- relative energy (zero: lowest compared OMol25 entry of this formula, charge and spin) (kcal per mole) = 89.2
- electronic energy (eV) = -10305.7373

Löwdin population analysis, charges in e, atoms 1 to 2: atom 1 (H): 0.1350, atom 2 (N): 0.0175

***

# 2
Molecular formula: C5H6N2O
Method: DFT, wB97M-V/def2-TZVPD

Structure (XYZ):
```
14
Properties=species:S:1:pos:R:3
O 1.33079 1.88147 1.60918
H -1.93138 1.50652 -1.37027
C -1.60957 1.44475 -0.33460
H 0.66364 -2.27082 -1.24084
C 0.60322 1.16360 0.98314
C -0.34691 1.30646 -0.04278
N 1.11543 -1.28064 1.76112
C 0.92514 -0.45693 0.82435
C 0.22869 -1.26769 -1.34739
N 0.97438 -0.38058 -0.48295
H 0.92809 -0.86734 2.67402
H -0.83044 -1.32370 -1.07881
H -2.38242 1.49344 0.42887
H 0.33135 -0.94854 -2.38304
```

## Properties
- HOMO (spin up / spin down) (eV) = -9.254 / -9.254
- frontier orbital gap (spin up / spin down) (eV) = 7.62 / 7.62
- max |F| (eV/Å) = 2.074
- lowest unoccupied orbital energy (spin up / spin down) (eV) = -1.6 / -1.6
- relative energy (zero: lowest compared OMol25 entry of this formula, charge and spin) (kcal per mole) = 116.9
- electronic energy (eV) = -10304.5330

Löwdin population analysis, charges in e, atoms 1 to 2: atom 1 (O): 0.1370, atom 2 (H): 0.0754

***

# 3
Molecular formula: C5H6N2O
Method: DFT, wB97M-V/def2-TZVPD

Structure (XYZ):
```
14
Properties=species:S:1:pos:R:3
O -1.61636 -1.28264 -0.69247
N 1.00267 -1.30667 1.46530
C -0.64619 -0.45339 -0.22411
C 0.69821 -1.08722 0.07825
H 0.80655 -2.02517 -0.47919
H -1.87197 2.45893 0.00385
H -2.35255 -0.76598 -1.04198
H 0.17895 -1.40252 2.04891
H 1.54885 -0.56785 1.89612
C -0.54697 0.86444 -0.34379
C -0.94247 2.11390 -0.43086
H -0.38435 2.87262 -0.95872
C 1.56737 0.02709 -0.51792
N 2.55825 0.55448 -0.80341
```

## Properties
- HOMO (eV) = -8.450
- frontier orbital gap (eV) = 8.32
- max |F| (eV/Å) = 3.282
- lowest unoccupied orbital energy (eV) = -0.1
- SMILES = C=C=C(O)[C@H](N)C#N
- relative energy (zero: lowest compared OMol25 entry of this formula, charge and spin) (kcal per mole) = 86.1
- electronic energy (eV) = -10305.8696

Löwdin population analysis, charges in e, atoms 1 to 2: atom 1 (O): 0.0791, atom 2 (N): 0.0520

***

# 4
Molecular formula: C5H6N2O
Method: DFT, wB97M-V/def2-TZVPD

Structure (XYZ):
```
14
Properties=species:S:1:pos:R:3
H -0.32395 2.13439 0.99844
H -2.40546 1.00088 -0.84325
N 2.15809 0.73281 -0.48368
H 2.97898 -0.99976 -0.74496
H -2.60677 0.06852 0.92598
C 2.31377 -0.47371 -0.20431
N 1.37696 1.51283 0.21013
O 1.49903 -1.10566 0.61701
C -2.08031 -0.03584 -0.22536
H -0.12229 -2.15156 0.02158
C -0.59523 0.08412 -0.03394
C 0.14353 1.27253 0.40525
C 0.15263 -1.07077 0.08104
H -2.48899 -0.96877 -0.72393
```

## Properties
- HOMO (eV) = -9.202
- frontier orbital gap (eV) = 9.61
- max |F| (eV/Å) = 4.029
- lowest unoccupied orbital energy (eV) = 0.4
- SMILES = CC1=COC=NN=C1
- relative energy (zero: lowest compared OMol25 entry of this formula, charge and spin) (kcal per mole) = 90.3
- electronic energy (eV) = -10305.6889

Löwdin population analysis, charges in e, atoms 1 to 2: atom 1 (H): 0.1394, atom 2 (H): 0.1299

***

# 5
Molecular formula: C5H6N2O
Method: DFT, wB97M-V/def2-TZVPD

Structure (XYZ):
```
14
Properties=species:S:1:pos:R:3
H 2.79012 0.28492 0.79960
O -1.37213 2.02589 0.23521
H 2.99432 -0.07059 -0.94812
N 0.16021 -0.87108 2.45194
C 1.02376 0.18746 -0.30851
H -2.71971 0.18338 -1.46165
C -1.22776 0.95864 -0.22839
H -1.65364 -1.07548 -0.76456
C -2.17014 -0.14089 -0.57309
N 0.21954 0.69137 -1.04290
H -2.85049 -0.27817 0.26680
H 2.39070 -1.32117 0.19018
C 2.38982 -0.25960 -0.05648
C 0.02541 -0.31470 1.43998
```

## Properties
- HOMO (eV) = -10.192
- frontier orbital gap (eV) = 9.80
- max |F| (eV/Å) = 2.299
- lowest unoccupied orbital energy (eV) = -0.4
- relative energy (zero: lowest compared OMol25 entry of this formula, charge and spin) (kcal per mole) = 66.9
- electronic energy (eV) = -10306.7023

Löwdin population analysis, charges in e, atoms 1 to 2: atom 1 (H): 0.1000, atom 2 (O): 0.1657

***

# 6
Molecular formula: C5H6N2O
Method: DFT, wB97M-V/def2-TZVPD

Structure (XYZ):
```
14
Properties=species:S:1:pos:R:3
O 1.81294 -1.94472 0.26972
C 1.29123 -0.70771 0.30488
H -1.92085 -2.48703 -0.75312
C 0.79392 1.54790 -0.25635
N -1.35103 0.35750 0.21264
H 2.47913 0.44682 -1.01061
C 1.52207 0.43728 -0.55369
N -0.93365 -0.43520 -0.64515
C -0.48806 1.31284 0.46979
H -2.44607 -1.42653 0.55688
H -0.55745 2.00458 1.39107
H 0.50107 -0.22997 0.94973
H 1.00809 2.59180 -0.70298
C -1.71133 -1.46758 -0.23282
```

## Properties
- HOMO (eV) = -9.411
- frontier orbital gap (eV) = 8.73
- max |F| (eV/Å) = 11.295
- lowest unoccupied orbital energy (eV) = -0.7
- relative energy (zero: lowest compared OMol25 entry of this formula, charge and spin) (kcal per mole) = 149.2
- electronic energy (eV) = -10303.1345

Löwdin population analysis, charges in e, atoms 1 to 2: atom 1 (O): -0.0535, atom 2 (C): -0.2116

***

# 7
Molecular formula: C5H6N2O
Method: DFT, wB97M-V/def2-TZVPD

Structure (XYZ):
```
14
Properties=species:S:1:pos:R:3
C -0.32427 -0.36653 -0.04785
H -2.65854 -0.33306 1.03690
C 0.50914 -0.82462 -1.32992
H -0.81409 -0.29205 -2.62729
H -2.14924 0.68847 -0.80749
H 0.41655 1.36687 1.49209
N 1.97398 -0.64348 -0.95014
C 2.08580 -0.28037 0.30571
C -1.68444 0.37137 0.26605
H 3.13640 0.04448 0.89160
H 0.20683 -0.22637 2.15931
O -1.49380 1.44811 1.25835
N 0.14782 -0.85030 -2.57531
C 0.64787 -0.10252 0.92797
```

## Properties
- HOMO (eV) = -9.057
- frontier orbital gap (eV) = 6.66
- max |F| (eV/Å) = 4.422
- lowest unoccupied orbital energy (eV) = -2.4
- relative energy (zero: lowest compared OMol25 entry of this formula, charge and spin) (kcal per mole) = 223.2
- electronic energy (eV) = -10299.9249

Löwdin population analysis, charges in e, atoms 1 to 2: atom 1 (C): -0.1231, atom 2 (H): 0.2331

***

# 8
Molecular formula: C5H6N2O
Method: DFT, wB97M-V/def2-TZVPD

Structure (XYZ):
```
14
Properties=species:S:1:pos:R:3
N -0.88123 -1.33149 0.01210
N 0.89756 1.31902 -0.08861
H 2.19424 -0.27441 -1.45076
C 1.33284 0.03778 0.55529
C -0.07617 -0.43150 0.07170
H 3.62104 -0.57267 0.18940
H 2.07324 -1.86417 -0.21753
C -0.41843 0.84609 -0.09119
C 2.29702 -0.63782 -0.34053
C -1.82123 0.73588 -0.06814
H 1.21994 2.50902 -0.08100
H -2.72328 1.22862 -0.09952
O -2.02725 -0.53613 -0.00299
H 1.83427 0.04730 1.45617
```

## Properties
- HOMO (eV) = -8.110
- frontier orbital gap (eV) = 8.83
- max |F| (eV/Å) = 7.979
- lowest unoccupied orbital energy (eV) = 0.7
- relative energy (zero: lowest compared OMol25 entry of this formula, charge and spin) (kcal per mole) = 184.0
- electronic energy (eV) = -10301.6258

Löwdin population analysis, charges in e, atoms 1 to 2: atom 1 (N): 0.1947, atom 2 (N): 0.0217

***

# 9
Molecular formula: C5H6N2O
Method: DFT, wB97M-V/def2-TZVPD

Structure (XYZ):
```
14
Properties=species:S:1:pos:R:3
H 0.67169 2.02736 1.24468
H -0.75386 -1.06126 1.98276
H 0.96388 -1.33777 1.75619
C -0.03860 -0.77177 -0.70972
H -0.29565 -2.57233 -1.34894
O -0.97863 1.84746 -2.93139
H 0.44301 0.11008 2.59540
C 0.12001 0.14834 0.46862
H 0.43438 2.00444 -0.53914
N -0.49261 -0.18018 -1.87190
C 0.46853 1.42955 0.37129
C -0.72201 0.94101 -2.25530
N -0.01557 -2.01635 -0.54638
C 0.19541 -0.56860 1.78384
```

## Properties
- HOMO (eV) = -10.063
- frontier orbital gap (eV) = 10.48
- max |F| (eV/Å) = 1.860
- lowest unoccupied orbital energy (eV) = 0.4
- SMILES = [H]/N=C(\N=C=O)C(=C)C
- relative energy (zero: lowest compared OMol25 entry of this formula, charge and spin) (kcal per mole) = 13.3
- electronic energy (eV) = -10309.0265

Löwdin population analysis, charges in e, atoms 1 to 2: atom 1 (H): 0.0707, atom 2 (H): 0.0825

***

# 10
Molecular formula: C5H6N2O
Method: DFT, wB97M-V/def2-TZVPD

Structure (XYZ):
```
14
Properties=species:S:1:pos:R:3
N -1.41144 1.37893 0.05363
C 2.05103 0.03837 -0.05833
H -2.11950 0.87224 0.49136
C 1.21547 1.19202 -0.32088
H -1.77110 -2.27776 0.44792
H 1.44152 2.33199 0.33986
C -0.14672 0.59356 -0.23832
C -0.18855 -0.90122 -0.13402
C 1.23469 -1.22569 -0.33004
H 1.56448 -2.13793 0.05396
N -1.54521 -1.29266 0.08938
H -1.31414 2.38446 -0.01048
H -2.29304 -0.85201 -0.57924
O 3.28251 -0.10431 0.19519
```

## Properties
- HOMO (eV) = -8.162
- frontier orbital gap (eV) = 7.32
- max |F| (eV/Å) = 6.351
- lowest unoccupied orbital energy (eV) = -0.8
- SMILES = NC1=CC(=O)C=C1N
- relative energy (zero: lowest compared OMol25 entry of this formula, charge and spin) (kcal per mole) = 94.2
- electronic energy (eV) = -10305.5164

Löwdin population analysis, charges in e, atoms 1 to 2: atom 1 (N): 0.1032, atom 2 (C): -0.4657